(w)
{
  "formula": "CH5NO",
  "method": "ωB97M-V/def2-TZVPD",
  "multiplicity": 1,
  "smiles": "N=O.C",
  "orbital_gap_ev": 9.275,
  "mol_weight_da": 47.057,
  "lumo_energy_ev": -0.54,
  "elements": ["N", "O", "H", "C", "H", "H", "H", "H"],
  "coordinates": [[0.0567, -0.3702, -1.9804], [0.1718, -0.1921, -3.1819], [-0.3479, -1.3323, -1.8111], [-0.0132, 0.3490, 1.4171], [-0.5414, -0.1051, 0.5851], [0.4976, -0.3831, 2.0522], [-0.6329, 1.1133, 1.9458], [0.8094, 0.9205, 0.9732]]
}

***

(x)
{
  "formula": "CH5NO",
  "method": "ωB97M-V/def2-TZVPD",
  "multiplicity": 1,
  "orbital_gap_ev": 10.700,
  "mol_weight_da": 47.057,
  "lumo_energy_ev": 0.96,
  "elements": ["N", "C", "O", "H", "H", "H", "H", "H"],
  "coordinates": [[-0.1856, -0.8154, 0.6140], [0.1907, -0.0399, -0.4719], [0.6520, 1.5333, 0.2011], [-0.9331, -1.5038, 0.6369], [-0.3300, -0.2356, 1.4384], [-0.4603, 0.0238, -1.3639], [1.2090, -0.2024, -0.8016], [-0.1426, 1.2399, -0.2530]]
}

***

Of them, the most stable is (w) and the least stable is (x).

***

(w)
{
  "formula": "C5H8N2",
  "method": "ωB97M-V/def2-TZVPD",
  "multiplicity": 1,
  "smiles": "C=C1CC(N)=CN1",
  "orbital_gap_ev": 8.073,
  "mol_weight_da": 96.133,
  "lumo_energy_ev": 1.04,
  "elements": ["C", "C", "C", "C", "N", "C", "N", "H", "H", "H", "H", "H", "H", "H", "H"],
  "coordinates": [[2.3770, -0.5924, 0.4448], [1.1593, -0.0869, 0.2321], [0.0694, -0.7036, -0.6181], [-1.1616, 0.0950, -0.2356], [-2.4428, -0.2096, -0.7318], [-0.7442, 1.1842, 0.4161], [0.6748, 1.1882, 0.5548], [3.1762, -0.0076, 0.8885], [2.6143, -1.6025, 0.1239], [0.3579, -0.4301, -1.6410], [-0.0165, -1.7940, -0.5769], [-3.1550, 0.3828, -0.3179], [-2.6970, -1.1772, -0.5645], [-1.3097, 2.0655, 0.7006], [1.0978, 1.6881, 1.3251]]
}

***

(x)
{
  "formula": "C5H8N2",
  "method": "ωB97M-V/def2-TZVPD",
  "multiplicity": 1,
  "smiles": "N#C[C@H](N)C1CC1",
  "orbital_gap_ev": 11.298,
  "mol_weight_da": 96.133,
  "lumo_energy_ev": 0.94,
  "elements": ["N", "C", "C", "N", "C", "C", "C", "H", "H", "H", "H", "H", "H", "H", "H"],
  "coordinates": [[1.5031, 2.6452, 0.6553], [1.1979, 1.5336, 0.5507], [0.8380, 0.0969, 0.3981], [1.9453, -0.7281, -0.0614], [-0.3582, -0.0275, -0.5242], [-1.7102, 0.3821, -0.0214], [-1.3973, -1.0713, -0.2474], [0.5452, -0.2616, 1.3930], [2.7356, -0.6473, 0.5718], [2.2656, -0.3994, -0.9682], [-0.1321, 0.1908, -1.5665], [-1.7798, 0.7371, 1.0042], [-2.3802, 0.8858, -0.7113], [-1.8588, -1.5725, -1.0932], [-1.2531, -1.7050, 0.6244]]
}

***

Of them, the most stable is (w) and the least stable is (x).

***

(w)
{
  "formula": "C5H8N2",
  "method": "ωB97M-V/def2-TZVPD",
  "multiplicity": 1,
  "orbital_gap_ev": 9.017,
  "mol_weight_da": 96.133,
  "lumo_energy_ev": 1.01,
  "elements": ["C", "C", "C", "C", "N", "C", "N", "H", "H", "H", "H", "H", "H", "H", "H"],
  "coordinates": [[2.3815, -0.4681, 0.1965], [0.8341, -0.1127, 0.1746], [-0.2765, -0.7495, -0.3261], [-1.3969, 0.1369, -0.1817], [-2.7369, -0.1716, -0.5035], [-0.8964, 1.3314, 0.2917], [0.4984, 1.2108, 0.5312], [2.5596, -0.8934, 1.1784], [2.6628, -1.1983, -0.5731], [3.1547, 0.3359, 0.1095], [-0.2926, -1.7476, -0.7326], [-3.4198, 0.1210, 0.1862], [-2.8867, -1.1493, -0.7197], [-1.4950, 2.1886, 0.6173], [1.3096, 1.1660, -0.2487]]
}

***

(x)
{
  "formula": "C5H8N2",
  "method": "ωB97M-V/def2-TZVPD",
  "multiplicity": 1,
  "orbital_gap_ev": 8.464,
  "mol_weight_da": 96.133,
  "lumo_energy_ev": 0.91,
  "elements": ["C", "N", "C", "C", "C", "C", "N", "H", "H", "H", "H", "H", "H", "H", "H"],
  "coordinates": [[-2.3156, -0.5507, 0.0414], [-1.2533, 0.4385, 0.3401], [-0.1054, 0.4228, -0.6324], [1.2721, 0.2716, -0.1429], [2.2844, -0.7039, 0.2852], [0.8819, 1.4878, -0.3574], [-1.3160, 1.2571, 1.2320], [-2.7844, -0.3067, -0.9183], [-3.0348, -0.4688, 0.8537], [-1.8857, -1.5555, -0.0181], [-0.4181, 0.0132, -1.5997], [3.2480, -0.2031, 0.3982], [2.3787, -1.5085, -0.4521], [1.9832, -1.1400, 1.2414], [1.0652, 2.5465, -0.2713]]
}

***

(y)
{
  "formula": "C5H8N2",
  "method": "ωB97M-V/def2-TZVPD",
  "multiplicity": 1,
  "orbital_gap_ev": [8.123, 8.124],
  "mol_weight_da": 96.133,
  "lumo_energy_ev": [0.70, 0.70],
  "elements": ["C", "C", "C", "N", "C", "C", "N", "H", "H", "H", "H", "H", "H", "H", "H"],
  "coordinates": [[-1.8150, -0.9955, 0.7291], [-0.6506, -0.4667, -0.0858], [-0.4426, 0.9292, -0.5229], [0.2477, 0.4830, 0.5861], [1.6963, 0.3170, 0.5785], [2.2205, 0.3822, -0.8704], [1.4702, 0.7237, -1.7544], [-2.2183, -0.2064, 1.3729], [-1.5060, -1.8362, 1.3657], [-2.6197, -1.3514, 0.0729], [-0.1695, -1.2213, -0.7226], [0.7559, 0.9497, -2.4220], [-1.1302, 1.7809, -0.5036], [2.1826, 1.1377, 1.1203], [1.9788, -0.6259, 1.0562]]
}

***

Of them, the most stable is (w) and the least stable is (y).